Molecular formula: C88H180F12N24O28S12
Method: DFT, ωB97M-V with the def2-TZVPD basis set

Geometry as XYZ:
```
344
Properties=species:S:1:pos:R:3:forces:R:3
C -3.7790 5.4386 -0.7993 -0.631 0.841 -0.324
C -3.5870 5.5617 0.6901 0.367 -0.839 1.331
N -4.7829 5.7484 1.5436 -2.442 -0.790 1.146
C -5.8176 6.6624 1.3086 2.003 -0.178 -0.029
C -6.7687 6.4686 2.2467 -0.762 0.955 -1.387
N -6.4372 5.3986 2.9831 3.461 -1.393 -1.307
C -5.1727 4.9694 2.6171 -1.168 1.736 -2.206
C -7.2089 4.8291 4.0287 -0.049 -0.550 1.182
H -3.9713 6.4404 -1.1833 -0.331 -0.007 -0.341
H -4.5981 4.7811 -1.0905 0.004 -0.040 0.165
H -2.8824 5.1107 -1.3253 0.182 -0.190 0.376
H -2.9616 6.4067 0.9780 0.463 -0.261 -0.224
H -3.1710 4.6310 1.0759 0.495 0.262 0.134
H -5.6365 7.4188 0.5592 -0.526 -0.051 0.072
H -7.6945 7.0201 2.3184 -0.004 -0.264 0.345
H -4.5901 4.1309 2.9691 -0.300 -0.059 0.250
H -6.8603 3.8186 4.2417 0.293 0.170 0.090
H -8.2506 4.6842 3.7423 0.027 0.628 0.120
H -6.9867 5.5208 4.8412 -0.979 -0.518 0.647
C 2.2871 0.4315 -4.5530 0.597 0.729 0.780
C 3.2585 1.1865 -5.4916 0.203 -1.358 -0.233
N 2.7416 1.4165 -6.8413 -0.962 1.012 -1.828
C 2.4911 0.3759 -7.7283 -2.516 1.949 -1.480
C 1.7481 0.9685 -8.8215 2.893 -1.915 2.289
N 1.8033 2.2964 -8.6163 -0.660 0.617 0.849
C 2.3497 2.5989 -7.4091 0.059 -1.818 -0.909
C 1.2038 3.2212 -9.5790 0.449 1.027 0.222
H 2.8621 0.2543 -3.6442 0.264 -0.037 0.109
H 1.9904 -0.5791 -4.8336 0.006 0.263 -0.659
H 1.4415 1.0292 -4.2125 -0.158 0.005 -0.551
H 4.0829 0.5088 -5.7132 0.322 0.006 0.531
H 3.6767 2.1190 -5.1128 -0.382 -0.035 0.148
H 2.6765 -0.6565 -7.4709 0.025 0.117 -0.018
H 1.3829 0.5752 -9.7587 -0.022 -0.200 0.299
H 2.5717 3.6168 -7.1244 -0.179 -0.286 0.465
H 2.0060 3.6640 -10.1693 -0.127 -0.165 -0.244
H 0.7230 4.0457 -9.0527 -0.104 -0.184 0.075
H 0.4672 2.7283 -10.2135 0.254 -0.132 0.209
C 2.2413 6.1365 2.5567 -1.213 0.803 -0.700
C 2.7168 4.8322 1.9448 -1.614 -0.133 1.254
N 3.5697 4.2872 2.9755 1.242 -2.374 1.089
C 4.9221 4.4998 2.9783 0.265 -1.765 3.660
C 5.3803 3.8295 4.1598 -0.635 0.728 -1.341
N 4.3170 3.1870 4.7917 -1.306 2.246 -3.387
C 3.1805 3.4811 4.0253 2.528 0.635 -0.199
C 4.3923 2.4392 6.0302 -0.450 -1.157 0.416
H 1.3311 6.4403 2.0396 0.065 0.322 -0.296
H 2.9839 6.9320 2.4956 0.062 -0.058 -0.135
H 1.9092 6.0666 3.5925 0.297 -0.581 0.057
H 3.1312 4.9449 0.9430 0.645 -0.116 0.375
H 1.9332 4.0792 1.8603 -0.422 0.363 -0.213
H 5.3799 5.1453 2.2434 0.153 -0.180 0.281
H 6.3420 3.7956 4.6501 0.059 0.047 -0.360
H 2.1743 3.1370 4.2142 -0.064 0.008 0.013
H 3.4723 2.5768 6.5984 0.262 0.412 0.150
H 5.3013 2.6448 6.5955 -0.255 0.571 -0.108
H 4.4222 1.3635 5.8571 0.030 -0.022 -0.512
C 0.3051 1.7355 7.1977 -0.017 0.502 -1.151
C 0.0933 0.2220 6.8829 0.901 1.865 0.347
N -1.1882 -0.2082 7.4147 -1.822 -1.355 -0.304
C -1.3858 -0.6510 8.7183 -1.961 0.133 -1.067
C -2.7403 -0.9789 8.8071 0.264 0.353 -0.303
N -3.3641 -0.7668 7.5629 5.263 1.729 0.079
C -2.3597 -0.3170 6.7406 -0.352 -0.701 0.951
C -4.7297 -0.8453 7.1516 -0.671 -1.140 0.868
H 1.0051 2.1741 6.4866 0.821 -0.460 0.112
H 0.6031 2.0161 8.2080 -0.017 -0.456 0.060
H -0.4875 2.4188 6.8928 -0.832 -0.508 0.346
H 0.9222 -0.3000 7.3610 -0.451 -0.476 0.098
H 0.2140 0.0205 5.8185 -0.572 -0.035 0.138
H -0.5333 -0.6299 9.3811 -0.451 -0.252 0.252
H -3.3634 -1.3121 9.6239 0.372 -0.026 0.098
H -2.5322 -0.2452 5.6769 0.334 0.371 -0.014
H -5.2892 -0.8475 8.0870 -0.394 0.141 -0.260
H -4.8238 -1.8383 6.7119 -0.556 0.261 -0.424
H -5.0235 -0.0203 6.5027 0.171 -0.302 0.051
C -3.7246 7.7991 4.2385 1.713 -0.336 -0.784
C -2.2970 8.4038 3.8128 -2.855 0.484 -0.108
N -1.3596 8.4553 4.8823 2.612 -2.017 2.206
C -1.2902 9.2623 6.0428 1.735 -0.749 -1.025
C -0.0657 8.9561 6.6463 -1.998 -0.770 -0.445
N 0.4580 7.8262 6.0286 -2.199 0.804 -2.162
C -0.3519 7.5256 4.9320 1.120 2.583 1.622
C 1.5922 7.0813 6.5689 -0.519 -0.258 0.223
H -3.6727 6.7273 4.0474 0.019 -0.097 0.147
H -4.4964 8.2074 3.5861 -0.019 0.190 0.268
H -3.9418 7.9266 5.2990 -0.019 0.357 -0.156
H -2.4906 9.4253 3.4854 0.224 0.072 -0.047
H -1.8484 7.8569 2.9835 -0.117 -0.151 0.212
H -2.0982 9.9427 6.2677 0.386 0.164 0.064
H 0.4164 9.3503 7.5287 -0.275 0.030 -0.027
H -0.0342 6.9307 4.0885 -0.507 -0.635 0.339
H 1.3535 6.0213 6.4816 0.178 -0.008 -0.214
H 1.5754 7.3253 7.6311 0.502 -0.075 -0.084
H 2.5357 7.3433 6.0900 -0.135 0.026 0.068
C 0.1349 8.5515 -1.1667 -0.389 0.011 0.331
C -0.9467 7.5301 -1.4875 0.486 0.516 0.215
N -1.7902 7.9491 -2.5909 -1.628 0.592 -1.464
C -1.4592 7.7796 -3.9240 -1.086 0.682 -0.482
C -2.4815 8.3268 -4.7211 0.577 -0.912 2.871
N -3.4340 8.7573 -3.7866 1.243 0.221 0.622
C -3.0047 8.5657 -2.5228 1.657 -0.337 -1.413
C -4.6330 9.5069 -4.1006 -0.542 -0.433 -0.378
H -0.2611 9.5525 -0.9953 -0.168 0.000 -0.008
H 0.8963 8.6343 -1.9422 0.104 -0.255 0.213
H 0.5046 8.1851 -0.2089 0.718 0.247 -0.144
H -1.5788 7.4137 -0.6071 -0.078 -0.240 -0.142
H -0.4542 6.5918 -1.7428 -0.422 -0.174 0.020
H -0.5305 7.2750 -4.1459 -0.202 0.093 -0.316
H -2.6796 8.3696 -5.7819 0.210 -0.050 0.161
H -3.4026 9.0573 -1.6473 -0.232 -0.384 -0.047
H -5.3880 9.2814 -3.3475 0.049 0.192 -0.046
H -4.9809 9.0872 -5.0445 -0.211 0.461 -0.026
H -4.4385 10.5776 -4.1622 -0.016 -0.142 -0.090
C -1.2459 -6.1712 1.1222 -0.385 -0.482 -1.277
C -2.5315 -5.3882 0.8736 -0.057 1.185 1.139
C -3.3542 -5.8246 -0.2989 -0.733 -1.459 -0.610
N -4.5465 -4.9572 -0.7280 -1.279 -0.630 0.811
C -5.5759 -5.8209 -1.5601 1.480 0.174 1.442
C -4.0966 -3.8008 -1.5447 1.513 -0.470 -1.531
C -5.1200 -2.7276 -1.5505 -1.091 -0.247 2.233
C -6.0028 -3.1587 -0.3228 -0.878 1.367 0.840
C -5.3570 -4.2566 0.4547 1.167 -0.544 -1.358
H -1.5265 -7.2229 1.1781 0.207 -0.175 0.269
H -0.7248 -5.8755 2.0327 -0.191 0.129 -0.131
H -0.6117 -6.0851 0.2398 0.382 0.052 0.099
H -2.3086 -4.3359 0.6968 0.271 0.242 0.317
H -3.0470 -5.4516 1.8319 -0.551 0.246 -0.151
H -3.8023 -6.8044 -0.1335 0.020 -0.106 0.246
H -2.6977 -5.9671 -1.1572 -0.152 0.386 -0.399
H -6.0100 -6.5657 -0.8932 0.219 0.041 0.164
H -4.9391 -6.3354 -2.2797 -0.499 0.301 -0.450
H -6.4081 -5.2113 -1.9123 0.599 0.124 -0.387
H -3.8335 -4.0376 -2.5756 0.073 -0.792 0.024
H -3.1352 -3.4862 -1.1388 -0.147 0.152 0.269
H -5.7727 -2.6744 -2.4219 0.589 0.105 -0.185
H -4.5336 -1.8321 -1.3448 -0.783 0.491 -0.326
H -7.0044 -3.5173 -0.5603 -0.020 0.286 -0.630
H -6.1665 -2.3897 0.4322 -0.135 0.474 -0.433
H -6.1209 -4.8827 0.9156 0.471 -0.491 -0.167
H -4.6726 -3.8899 1.2198 0.229 -0.213 -0.262
C 9.9227 2.1697 1.7465 0.529 0.692 1.446
C 8.7917 2.8272 0.9920 -0.796 -1.370 -0.302
C 7.9738 1.6962 0.2730 0.361 1.754 -1.024
N 6.8119 2.2544 -0.6248 1.677 -0.576 0.204
C 7.4197 3.2738 -1.5792 -0.422 0.589 0.900
C 5.7048 2.8399 0.1537 -1.009 1.765 -0.421
C 4.5335 2.8658 -0.8638 -0.484 -0.223 0.525
C 4.7621 1.6386 -1.7354 -1.000 -0.416 0.844
C 6.1170 1.1027 -1.3295 0.664 0.328 -1.133
H 9.6737 1.4844 2.5568 -0.596 -0.386 -0.376
H 10.3133 2.9990 2.3363 0.804 -0.019 -0.163
H 10.7154 1.7141 1.1531 -0.176 0.206 -0.170
H 9.2577 3.5673 0.3415 -0.227 -0.323 -0.475
H 8.1798 3.4214 1.6707 -0.258 -0.228 0.175
H 7.6141 0.9004 0.9253 -0.395 0.442 0.158
H 8.6568 1.2169 -0.4283 -0.086 -0.062 -0.142
H 6.6937 3.6688 -2.2899 -0.038 -0.739 -0.223
H 8.3555 2.9280 -2.0183 -0.413 -0.338 -0.134
H 7.6539 4.1535 -0.9798 0.166 -0.141 0.113
H 5.9327 3.8742 0.4114 0.413 -0.085 0.118
H 5.5371 2.3085 1.0905 -0.035 -0.291 -0.488
H 4.4314 3.7778 -1.4520 0.438 0.143 0.252
H 3.5571 2.6681 -0.4214 0.174 0.605 0.544
H 4.5913 1.8335 -2.7941 0.384 -0.203 0.095
H 3.9823 0.9660 -1.3780 0.245 -0.585 -0.627
H 6.6404 0.8833 -2.2601 0.552 -0.514 0.481
H 6.1531 0.3053 -0.5872 -0.432 -0.279 -0.478
C 1.6192 -3.0112 -1.6649 -2.053 -0.407 0.557
C 0.5988 -1.8441 -1.7940 1.044 1.588 0.679
C 0.3261 -1.1668 -0.3707 -0.386 0.702 -1.235
N -0.7066 0.0345 -0.3842 0.284 -1.240 -0.297
C -2.0810 -0.4110 -0.8048 0.074 -0.187 -0.312
C -0.8469 0.6446 1.0108 1.317 -0.550 -0.254
C -1.2605 2.0640 0.7546 -2.143 0.482 0.660
C -0.9247 2.4219 -0.6799 1.546 -0.049 -0.491
C -0.2881 1.1938 -1.3365 -0.351 -1.137 1.135
H 2.5435 -2.8576 -1.1078 -0.115 0.650 -0.159
H 1.8342 -3.4925 -2.6190 -0.042 0.211 0.030
H 0.9827 -3.6816 -1.0874 0.523 -0.949 0.092
H -0.3157 -2.0588 -2.3468 -0.131 -0.811 0.368
H 1.0645 -1.1198 -2.4623 0.082 0.632 0.252
H 1.2335 -0.7101 0.0245 0.156 0.003 -0.159
H -0.0318 -1.8210 0.4243 -0.175 -0.320 -0.265
H -2.0633 -0.7856 -1.8282 0.040 0.375 -0.283
H -2.7314 0.4516 -0.6594 -0.111 -0.145 -0.327
H -2.4942 -1.2401 -0.2303 0.501 0.139 0.600
H -1.4448 -0.0107 1.6442 -0.530 0.226 -0.327
H 0.1201 0.6231 1.5133 0.370 -0.060 -0.361
H -2.3397 2.1836 0.8498 -0.379 -0.475 -0.006
H -0.9746 2.7654 1.5384 0.841 -0.023 -0.213
H -1.7808 2.6906 -1.2987 0.096 0.489 0.333
H -0.1243 3.1616 -0.6645 -0.521 0.503 -0.405
H -0.6727 0.9981 -2.3374 0.081 -0.183 0.099
H 0.8015 1.1823 -1.3609 -0.036 0.163 0.080
C 2.0168 -12.2512 -4.3606 -0.478 0.993 0.408
C 3.2782 -11.4083 -4.0080 0.888 -2.841 0.103
C 3.1409 -10.5995 -2.7381 0.470 1.764 -0.579
N 4.2183 -9.4266 -2.6477 -0.975 1.438 -0.128
C 5.6109 -9.9162 -2.2320 -2.190 -1.035 -1.038
C 3.7667 -8.4161 -1.6093 0.876 0.422 1.380
C 4.4837 -6.9952 -1.9147 -1.862 -2.604 1.693
C 4.3910 -7.0449 -3.3736 1.136 -0.050 -2.556
C 4.2576 -8.5453 -3.8936 -0.517 1.399 0.237
H 2.0273 -12.7259 -5.3417 0.379 0.344 -0.031
H 1.1978 -11.5325 -4.3312 -0.377 -0.126 -0.342
H 1.7241 -13.0446 -3.6729 0.495 0.109 0.369
H 3.6348 -10.9338 -4.9222 -0.378 0.829 0.364
H 4.0688 -12.1347 -3.8199 0.308 -0.191 -0.050
H 3.2099 -11.0808 -1.7625 0.233 -0.584 -0.356
H 2.1415 -10.1657 -2.7739 0.198 0.787 0.143
H 5.3586 -10.5891 -1.4125 0.692 0.200 0.286
H 6.3009 -9.1058 -1.9967 -0.281 -0.135 -0.152
H 5.8723 -10.5397 -3.0870 0.776 0.164 0.192
H 4.0194 -8.9055 -0.6687 0.100 0.327 0.329
H 2.6824 -8.3074 -1.5851 0.034 0.047 -0.658
H 5.4752 -6.8913 -1.4740 -0.122 -0.060 -0.037
H 3.7765 -6.2330 -1.5875 0.485 0.057 0.484
H 5.2695 -6.5748 -3.8157 -0.087 0.007 -0.252
H 3.5463 -6.4179 -3.6588 -0.062 -0.480 -0.486
H 5.0288 -8.8505 -4.6008 0.025 -0.091 0.309
H 3.2864 -8.5800 -4.3872 0.044 -0.466 0.042
C 2.8381 -8.4157 5.6242 -0.354 0.217 -0.215
C 3.5744 -7.1125 5.1662 -0.271 -0.678 0.754
C 2.8727 -6.3095 4.0618 0.120 -0.157 -0.884
N 3.6318 -5.0768 3.5507 0.923 0.366 0.661
C 3.7046 -4.0728 4.7138 -0.026 0.695 -1.643
C 2.9116 -4.4713 2.3026 -0.118 -0.996 0.777
C 3.5827 -5.1713 1.1592 -0.012 -0.088 -1.141
C 5.0392 -5.1175 1.4775 0.054 0.980 0.809
C 5.0842 -5.4474 2.9811 -1.054 -1.177 0.150
H 3.3673 -9.0623 6.3242 0.828 0.440 -0.139
H 2.6384 -9.0630 4.7703 -0.304 0.101 -0.076
H 1.9301 -8.2389 6.2009 -0.314 0.377 -0.518
H 4.5472 -7.4611 4.8193 0.114 0.269 -0.086
H 3.7398 -6.5181 6.0648 0.016 0.193 -0.118
H 1.8717 -5.9229 4.2533 0.091 -0.106 0.694
H 2.7427 -6.9338 3.1778 0.138 -0.218 -0.065
H 2.7072 -3.7084 4.9599 -0.101 -0.501 0.103
H 4.1857 -3.2078 4.2575 0.330 0.058 0.303
H 4.2539 -4.4064 5.5943 -0.110 -0.350 -0.392
H 3.0671 -3.3927 2.3265 -0.073 -0.124 -0.091
H 1.8575 -4.7453 2.3452 -0.023 0.432 0.376
H 3.5029 -4.6794 0.1897 -0.688 0.192 0.084
H 3.2626 -6.2014 1.0029 -0.353 -0.056 0.251
H 5.2724 -4.0639 1.3243 0.644 0.037 0.065
H 5.5897 -5.7004 0.7390 0.430 -0.213 0.689
H 5.8895 -5.0491 3.5983 -0.346 0.454 -0.112
H 5.0888 -6.5242 3.1502 0.314 0.017 -0.284
C -4.0120 1.4481 -3.6235 0.217 -0.192 -0.702
C -5.5113 1.3384 -3.2388 0.776 -0.087 -0.594
C -6.1575 0.1991 -4.0693 -1.279 -0.266 2.021
N -7.7255 0.1469 -3.9473 -0.709 0.277 -1.136
C -8.2955 -0.0257 -2.4978 0.322 0.961 -2.010
C -8.3434 1.3436 -4.7053 1.800 0.572 -0.949
C -9.5247 0.8724 -5.5252 -1.589 1.274 1.091
C -9.6723 -0.5921 -5.2420 -0.098 -0.265 0.016
C -8.2547 -0.9794 -4.8363 -1.215 -0.622 -0.393
H -3.5768 2.4426 -3.5248 -0.213 0.138 0.612
H -3.8362 1.2543 -4.6817 -0.350 -0.209 -0.240
H -3.3664 0.7044 -3.1563 -0.224 0.008 0.279
H -5.9700 2.3059 -3.4426 -0.273 -0.012 -0.310
H -5.5690 1.2287 -2.1558 -0.267 -0.443 -0.048
H -5.9752 -0.7863 -3.6405 1.024 0.074 -0.275
H -5.8853 0.2368 -5.1241 -0.160 -0.108 0.105
H -7.6516 0.5902 -1.8699 -0.289 -0.413 0.301
H -8.3961 -1.0783 -2.2333 0.520 0.174 0.019
H -9.2941 0.3983 -2.6029 0.047 -0.002 0.473
H -8.4234 2.3073 -4.2025 -0.410 -0.585 0.954
H -7.5490 1.5926 -5.4089 0.139 -0.150 -0.147
H -10.4414 1.3388 -5.1641 -0.004 0.350 -0.122
H -9.4594 1.1538 -6.5762 0.357 -0.275 0.076
H -10.3978 -0.8091 -4.4580 -0.045 0.141 -0.011
H -10.0325 -1.0408 -6.1677 0.298 -0.661 0.286
H -8.2822 -1.9370 -4.3165 0.741 0.116 -0.055
H -7.8026 -1.0124 -5.8276 1.241 -0.082 0.602
N 6.7652 -2.5856 -3.3709 2.409 -0.339 -6.126
S 6.0737 -2.8496 -4.8716 2.407 2.016 -6.312
O 5.1192 -1.8199 -5.3439 0.979 -2.297 1.715
O 5.9911 -4.1957 -5.3760 -0.530 0.996 1.613
F 7.3598 -2.3212 -5.6986 -0.117 -0.263 0.765
S 5.5026 -2.6875 -2.6530 -6.906 -0.306 7.508
O 4.8760 -4.0326 -2.5792 0.795 2.666 -0.179
O 4.5859 -1.5200 -2.6774 1.517 -2.156 0.361
F 6.2711 -2.5380 -1.2485 -0.735 0.039 0.947
N -1.0693 -6.9046 -4.8072 4.380 -0.922 0.362
S 0.5651 -6.7512 -4.3969 2.240 -4.100 -1.881
O 0.8661 -6.3905 -3.0347 -0.054 -0.055 -0.641
O 1.4821 -6.3370 -5.4588 -1.604 -0.608 1.988
F 0.7684 -8.3982 -4.3879 0.158 0.957 0.215
S -1.2726 -5.4039 -4.6289 -6.819 5.154 0.748
O -0.6016 -4.4768 -5.5136 0.100 -0.774 1.718
O -1.5782 -5.0973 -3.2021 0.959 0.377 -2.422
F -2.7749 -5.3757 -5.2743 0.767 -0.110 0.537
N 3.8809 -0.3234 3.7866 4.330 1.850 -3.005
S 2.4220 -0.3911 3.6494 -10.957 -4.315 6.688
O 1.8138 -1.4212 2.8044 1.163 2.320 -0.019
O 1.6356 0.7927 3.9754 0.959 -0.670 -1.100
F 2.3674 -1.2012 5.0965 -0.678 0.596 -0.481
S 4.0209 0.0992 2.2328 6.353 -1.344 -5.158
O 3.3790 1.2738 1.6826 -0.245 -0.622 1.109
O 4.2556 -1.0108 1.2952 -1.169 1.832 1.941
F 5.5339 0.5818 2.4400 0.264 0.624 0.026
N 0.1464 -4.2802 4.8066 0.275 -0.311 3.549
S -0.9429 -3.3489 4.3467 -3.895 2.852 -7.563
O -0.8340 -1.9320 4.6549 -0.186 -0.941 0.698
O -2.2715 -3.8761 4.1410 1.246 0.338 0.762
F -0.3016 -3.3800 2.8673 -0.667 0.422 -1.073
S -0.0456 -3.8318 6.3473 2.397 -3.911 6.570
O -1.3100 -3.8948 7.0768 0.865 1.004 -2.327
O 0.9417 -2.9140 6.8173 -0.321 0.896 -0.617
F 0.5871 -5.2080 6.8857 0.197 -0.191 -0.090
N 1.0074 5.2724 -4.1860 5.775 1.295 3.225
S -0.1575 4.3780 -4.2523 -9.570 -5.673 -5.627
O -1.1209 4.5180 -3.1448 1.746 -0.831 -1.070
O -0.0624 3.0737 -5.0358 0.214 3.832 3.432
F -0.9393 5.2566 -5.4052 0.484 -0.160 0.565
S 1.7461 4.5597 -2.8681 4.080 -0.348 2.333
O 2.1492 3.1470 -3.0643 -1.276 3.256 0.337
O 1.2887 4.9696 -1.5346 0.065 -0.592 -2.341
F 3.1783 5.3630 -2.8942 -1.450 -0.608 -0.703
N -4.2906 0.1000 1.4248 1.604 -2.350 3.065
S -5.5647 0.8880 1.3666 -6.425 3.385 -3.254
O -5.8885 1.7963 2.4778 0.646 -1.214 -1.448
O -6.6787 0.1512 0.7316 1.805 1.917 1.232
F -5.1304 1.9007 0.1669 0.194 -0.021 0.514
S -4.7136 -0.8121 2.7687 0.574 -5.109 0.123
O -5.9196 -1.6410 2.5983 2.029 2.422 0.624
O -4.3790 -0.2707 4.0495 -0.237 0.504 -0.666
F -3.5999 -1.9455 2.5595 0.012 0.962 -0.213
C -1.1119 -0.9153 -5.4888 0.507 0.333 0.057
C -2.5303 -1.4712 -5.2875 -1.303 0.158 -3.085
O -2.9329 -1.9088 -4.2030 0.155 -0.042 1.913
O -3.2452 -1.4040 -6.3569 1.016 0.210 1.656
H -0.3531 -1.6179 -5.8334 -0.483 -0.566 -0.335
H -0.6033 -0.5092 -4.6144 -0.426 0.286 0.546
H -1.2031 -0.1322 -6.2415 0.175 0.055 0.016
C -1.8549 2.8011 4.3046 0.815 -0.406 -0.408
C -1.0022 4.1303 4.1420 -3.531 -0.473 -0.994
O -0.0925 4.3515 4.9208 1.995 0.302 0.966
O -1.4624 4.9089 3.2382 0.603 -0.113 0.179
H -2.1308 2.4570 5.3014 -0.108 0.811 0.333
H -1.2537 1.9418 4.0075 0.470 -0.039 -0.365
H -2.7244 2.7452 3.6496 -0.069 0.347 0.066
```
Forces are in eV/Å.

Computed properties:
- charge = +4
- E_LUMO (Ha) = -0.2401
- molar mass (g/mol) = 2635.33
- multiplicity = 1
- largest force on an atom (eV/Å) = 13.543
- Kohn-Sham gap (Ha) = 0.1807